{
  "formula": "C3H3AgO2",
  "method": "wB97M-V/def2-TZVPD",
  "species": ["O", "C", "O", "Ag", "C", "H", "H", "C", "H"],
  "coordinates": [[-0.41745, 0.96628, 0.72345], [1.16888, -2.30676, -0.12517], [1.62883, -1.27284, 0.05771], [1.44116, 0.83639, 0.50770], [-1.42478, 0.12937, 0.46371], [-1.87000, -0.35348, 1.34422], [-2.18263, 1.44113, -1.05975], [-2.16297, 0.43848, -0.62496], [-2.60428, -0.36160, -1.21951]],
  "lowdin_spin": [0.293, 0.001, 0.002, 0.033, 0.130, 0.004, 0.023, 0.491, 0.023],
  "total_energy_ev": -11242.1858,
  "homo_ev": [-14.566, -15.197],
  "e_above_lowest_kj_mol": 141.7,
  "charge": 1,
  "homo_lumo_gap_ev": [9.76, 8.51],
  "e_lumo_ha": [-0.1765, -0.2457],
  "spin_multiplicity": 2
}